[1]
# C6H10

A single C6H10 molecule (the ωB97M-V functional and the def2-TZVPD basis, the OMol25 dataset).

Atoms and positions in Å:
H: -2.95083 -1.04016 -0.13157
H: -0.95642 -0.17840 -1.38080
H: -0.48635 1.82520 0.10705
C: 1.29113 0.78219 -0.43051
C: -2.35560 -0.21046 0.26524
H: -2.35458 -0.29201 1.35779
H: -0.46069 -1.21565 -0.04627
H: 0.08394 0.70158 1.36576
C: 2.29063 -0.12674 -0.24924
H: 3.01911 -1.82828 0.61766
C: 2.24636 -1.05736 0.82679
C: -0.02057 0.84743 0.28533
C: -0.93493 -0.25703 -0.28512
H: -2.86321 0.72285 -0.00477
H: 1.38332 1.46286 -1.27975
H: 3.06869 -0.13603 -1.01759

HOMO-LUMO gap (spin up / spin down): 7.43 / 7.41 eV
energy relative to the best compared isomer or geometry (same formula, charge and spin): 90.8 kcal per mole


[2]
# C6H10

2 unconnected molecules or ions with the total composition C6H10 at a distorted geometry (the ωB97M-V functional and the def2-TZVPD basis, the OMol25 dataset).

Atoms and positions in Å:
H: 1.51687 1.74893 -1.12145
C: 0.22677 0.93863 0.77592
H: -0.74778 -0.39685 -1.94446
C: 1.11795 -0.85624 -0.86061
C: -0.37408 -0.56589 -0.93121
H: 2.05842 2.21924 -0.93879
H: 1.69101 -0.98282 -1.77152
C: -0.88828 0.11526 1.35778
H: 0.71162 1.71486 1.36712
H: -1.65161 0.71203 1.85534
H: 1.43333 -1.48626 -0.02470
H: -2.35420 -0.44201 -0.14045
H: -0.40797 -0.51305 2.13204
H: -1.45434 -1.83696 0.48506
C: -1.37356 -0.79000 0.19173
C: 0.55961 0.44462 -0.42672

HOMO-LUMO gap: 8.32 eV
energy relative to the best compared isomer or geometry (same formula, charge and spin): 106.9 kcal per mole
SMILES: C1=C2C[C@H]2CC1.[H][H]


[3]
# C6H10

A molecular structure, C6H10 at a distorted geometry (the ωB97M-V functional and the def2-TZVPD basis, the OMol25 dataset).

Atoms and positions in Å:
H: -1.55903 1.74468 0.76491
C: -0.10642 -1.40204 0.15934
C: 0.85011 0.27767 1.21899
H: 1.19533 -0.43128 2.04178
H: -2.80122 0.39568 0.63376
H: -1.56399 0.65814 -0.70815
C: 1.13930 0.25520 -1.49848
H: -0.70417 -1.77276 -0.62441
C: -1.73543 0.66260 0.43908
H: 0.30397 -2.15285 0.92141
C: 1.04226 -0.43483 -0.18314
C: -0.56844 -0.16431 0.86688
H: 1.11730 -0.54854 -2.16069
H: 2.06651 0.69741 -1.57160
H: 1.05675 1.27591 1.24744
H: 0.26716 0.93932 -1.54712

HOMO-LUMO gap: 8.12 eV
energy relative to the best compared isomer or geometry (same formula, charge and spin): 91.3 kcal per mole


[4]
# C6H10

A single C6H10 molecule (the ωB97M-V functional and the def2-TZVPD basis, the OMol25 dataset).

Atoms and positions in Å:
C: 1.04165 0.28816 0.27701
C: 1.32812 0.11625 -1.19344
C: -0.44009 0.50676 0.55606
H: 1.60309 1.14261 0.67662
C: -1.05162 -0.46730 -1.73427
H: -0.77234 -1.10899 1.96689
H: -2.00307 0.16849 2.03084
C: 0.35586 -0.29860 -2.01431
H: 2.34041 0.26492 -1.55822
H: -1.09596 0.05222 -0.27097
H: 0.57801 -0.51540 -3.06493
H: -1.25958 -1.53915 -1.53542
H: 1.40339 -0.59485 0.82738
H: -0.69712 1.56434 0.43027
C: -0.93585 -0.02846 1.89021
H: -0.39489 0.44901 2.71629

HOMO-LUMO gap: 7.79 eV
energy relative to the best compared isomer or geometry (same formula, charge and spin): 97.2 kcal per mole


[5]
# C6H10

A gas-phase ion, C6H10 (charge +1) at a distorted geometry (the ωB97M-V functional and the def2-TZVPD basis, the OMol25 dataset).

Atoms and positions in Å:
H: 1.76564 2.15283 2.47757
H: -2.18397 0.27969 -0.01372
H: -2.40032 -1.30497 -1.05561
H: 1.17601 -1.07197 0.99474
H: -1.26283 0.02449 -1.84463
C: 0.50406 0.92561 1.19086
C: 1.39510 1.17973 2.18052
H: 2.07324 0.38379 2.47982
C: -0.33965 -0.89672 -0.43596
C: 0.40407 -0.37201 0.68382
H: -0.02759 -1.92749 -0.50463
H: 0.65246 0.58368 -1.90200
C: -0.07676 -0.21761 -1.85606
H: 0.06861 1.82746 0.77690
C: -1.79274 -0.53351 -0.60866
H: 0.04465 -1.03300 -2.56295

HOMO-LUMO gap (spin up / spin down): 4.96 / 7.91 eV
total charge: +1
energy relative to the best compared isomer or geometry (same formula, charge and spin): 76.6 kcal per mole
2S+1: 2


[6]
# C6H10BBrN2O2

2 unconnected molecules or ions with the total composition C6H10BBrN2O2 at a distorted geometry (the ωB97M-V functional and the def2-TZVPD basis, the OMol25 dataset).

Atoms and positions in Å:
C: -0.01131 -1.98649 0.14504
H: -1.60332 2.79738 0.71022
C: -1.28869 2.22705 -0.14238
H: 0.94848 -3.74083 -0.07080
O: 1.04568 2.50391 -0.68260
H: -1.26772 1.67374 -2.88890
C: -0.41571 0.16930 0.49588
Br: -2.20692 -1.01806 -1.57788
B: -0.13209 2.19156 -1.15882
C: 0.01894 -3.33351 -0.32247
H: -2.08958 1.70737 -0.65991
H: 2.24785 0.99922 1.70936
N: 0.57956 -0.22663 1.28763
C: -0.78606 -0.92651 -0.27320
O: -0.31044 1.81634 -2.49513
H: 1.57776 2.39586 -1.43459
C: 1.38698 0.47280 2.23209
H: -0.86790 -4.02384 -0.03907
N: 0.78872 -1.54176 1.08193
H: 0.74161 1.31953 2.70017
H: 1.70004 -0.29424 2.90125
H: -0.05589 -3.18215 -1.51783

HOMO-LUMO gap: 8.44 eV
energy relative to the best compared isomer or geometry (same formula, charge and spin): 68.8 kcal per mole


[7]
# C6H10BNO3

A single C6H10BNO3 molecule at a distorted geometry (the ωB97M-V functional and the def2-TZVPD basis, the OMol25 dataset).

Atoms and positions in Å:
O: -2.20377 0.47728 1.45022
H: -2.72129 1.02224 1.99600
C: 2.75008 1.47323 0.47007
O: 1.66956 1.01744 -0.33068
C: 0.74435 0.17537 0.30682
C: -0.23093 -2.25628 -0.89153
H: 2.44596 1.63990 1.58517
C: 0.86671 -2.13489 0.01574
H: -0.67588 -3.29156 -1.10418
H: -0.30113 0.95147 -1.46334
B: -2.01711 0.73108 0.12390
H: 2.95771 2.47354 0.05664
C: -0.63990 0.16571 -0.78200
H: -1.54666 -1.19249 -2.20213
H: 1.37105 -3.01515 0.40998
C: -0.88164 -1.18049 -1.33464
H: 3.59516 0.85190 0.54901
H: -3.82737 1.28665 -0.04743
H: 0.30486 0.41000 1.24168
O: -3.00252 1.47020 -0.57092
N: 1.34276 -1.07515 0.52160

HOMO-LUMO gap: 8.94 eV
energy relative to the best compared isomer or geometry (same formula, charge and spin): 20.8 kcal per mole
SMILES: CO[C@@H]1N=CC=C[C@H]1B(O)O


[8]
# C6H10Br2NO

A molecular structure, C6H10Br2NO at a distorted geometry (the ωB97M-V functional and the def2-TZVPD basis, the OMol25 dataset).

Atoms and positions in Å:
C: -0.41030 2.70412 0.96824
O: 0.41298 -2.17557 -1.13382
H: -1.43174 -1.17942 0.94531
H: -1.42224 0.88239 1.61464
H: 1.68230 -0.62698 -1.45047
C: -0.81786 1.40785 0.90699
H: 0.02398 1.05743 -1.73299
Br: -1.51213 3.89618 2.02360
Br: 0.99337 3.57639 0.20719
H: 0.99057 0.41849 0.36575
H: -1.41282 -0.17311 -1.26239
C: 0.70116 -0.85998 -1.74049
N: -0.05410 0.36390 0.22910
H: 0.00972 -0.90704 1.95797
H: 0.44385 -0.90523 -2.88554
C: -0.32409 -0.96210 0.94218
C: -0.35790 0.14169 -1.22783
H: 0.30179 -2.95199 0.65178
H: 1.59481 -1.73024 0.41259
C: 0.58866 -1.97679 0.20821

HOMO-LUMO gap: 10.13 eV
total charge: +1
energy relative to the best compared isomer or geometry (same formula, charge and spin): 0.0 kcal per mole


[9]
# C6H10Br2OS

A molecular structure, C6H10Br2OS at a distorted geometry (the ωB97M-V functional and the def2-TZVPD basis, the OMol25 dataset).

Atoms and positions in Å:
C: 2.39416 0.50636 0.05457
Br: 2.41465 -0.91782 -3.00774
H: -3.45453 -1.71689 0.60896
C: 1.54781 1.76155 -0.01238
Br: 0.34308 -2.86376 -1.55608
C: -2.78707 -1.33846 -0.21090
H: 2.16839 2.70109 -0.22702
H: -3.32776 -1.16946 -1.08757
H: 2.90507 0.54015 0.97529
H: 3.17096 0.56369 -0.79502
C: 1.62277 -1.39373 -1.38677
H: -2.06201 -2.18160 -0.29499
O: 1.07065 -1.31329 0.83425
H: 0.71147 1.53783 -0.59223
H: -1.72100 0.64146 -0.44022
C: 1.61245 -0.73010 -0.23329
H: 1.18997 2.13478 1.00481
H: -0.72959 -1.67798 1.75188
S: -0.67388 -0.39440 1.33062
C: -1.88894 -0.23743 0.18893

HOMO-LUMO gap (spin up / spin down): 6.77 / 6.73 eV
2S+1: 3


[10]
# C6H10BrCl

A single C6H10BrCl molecule at a distorted geometry (the ωB97M-V functional and the def2-TZVPD basis, the OMol25 dataset).

Atoms and positions in Å:
H: 1.82166 0.04550 0.44594
C: 1.04991 0.70595 0.72106
Br: 1.64275 -2.67911 0.45972
H: 1.02988 -0.90315 -1.60681
H: 1.31269 0.78020 -1.51131
H: -0.07482 0.20132 -2.42604
H: -0.77328 2.38065 -0.17951
Cl: -1.19173 -3.41609 1.34513
H: 1.24689 1.85918 0.70655
C: 0.46748 0.04805 -1.53632
C: -0.11866 0.25671 -0.14269
H: 0.90318 0.61021 1.83341
C: -1.21700 1.40718 -0.10093
H: -1.72826 -0.87417 0.80479
H: -1.54491 1.41019 0.96411
C: -0.12749 -2.28628 0.66499
C: -0.77030 -0.99903 0.41819
H: -1.92798 1.45272 -0.86029

HOMO-LUMO gap: 9.27 eV
energy relative to the best compared isomer or geometry (same formula, charge and spin): 29.8 kcal per mole
SMILES: CC(C)(C)/C=C(/Cl)Br


[11]
# C6H10BrNO4

A molecular structure, C6H10BrNO4 at a distorted geometry (the ωB97M-V functional and the def2-TZVPD basis, the OMol25 dataset).

Atoms and positions in Å:
O: -1.01439 -1.90283 -0.34441
H: 1.17911 2.21669 -1.10653
H: -1.90111 -1.48984 -0.52958
C: 0.18238 1.92166 -0.89847
H: 2.28023 -0.62473 1.45679
H: 2.50795 0.85054 0.70436
C: 1.90456 -0.10475 0.57392
H: -0.98108 -0.38842 2.24026
C: -0.18153 -0.78809 1.70787
Br: -1.44988 0.83662 -3.38020
C: -0.25977 0.95404 0.10232
O: -1.46880 1.14838 0.37128
C: 0.19313 0.74977 -2.46563
C: -0.78066 -2.04620 1.01262
H: 0.54135 -1.15073 2.43983
H: 1.87363 -0.50169 -0.47176
O: 1.09439 0.00079 -2.73131
O: -0.72331 2.87379 -1.30292
H: -1.55035 2.67952 -0.76504
H: -1.77591 -2.39810 1.42559
H: -0.17102 -2.92648 1.13319
N: 0.50105 0.09006 0.82781

HOMO-LUMO gap: 9.20 eV
energy relative to the best compared isomer or geometry (same formula, charge and spin): 0.0 kcal per mole


[12]
# C6H10Cl6O

3 unconnected molecules or ions with the total composition C6H10Cl6O at a distorted geometry (the ωB97M-V functional and the def2-TZVPD basis, the OMol25 dataset).

Atoms and positions in Å:
Cl: -3.79786 0.08543 -0.87799
C: 0.95012 0.56518 -1.65391
H: 0.34617 1.17824 -0.98417
O: 2.16446 -1.34061 -0.81869
H: 2.28995 0.44568 0.06882
C: 2.27848 0.10270 -0.96244
C: 0.26321 -0.70932 -2.02919
H: -0.86715 1.95726 3.43133
Cl: -4.10528 -2.14614 1.01556
H: 3.15468 0.35718 -1.54768
Cl: 1.08819 2.23129 4.68602
H: 0.49802 -0.96594 -3.06463
C: 0.82279 -1.74581 -1.06352
C: -3.03888 -0.86343 0.42736
C: 0.18187 2.01827 3.17810
H: -0.82811 -0.69423 -1.96368
H: 1.25758 1.16282 -2.51137
H: 0.85476 -2.73515 -1.51478
Cl: 0.42044 3.45068 2.15782
Cl: 0.62797 0.52580 2.30256
Cl: -2.67335 0.21423 1.79867
H: -2.14659 -1.34415 0.05059
H: 0.25854 -1.74997 -0.12479

HOMO-LUMO gap: 10.07 eV
energy relative to the best compared isomer or geometry (same formula, charge and spin): 0.0 kcal per mole
SMILES: ClC(Cl)Cl.ClC(Cl)Cl.C1CCOC1